No. 1
37
Properties=species:S:1:pos:R:3:lowdin_charge:R:1 method="wB97M-V/def2-TZVPD" e_homo_ev=-7.7 lumo_energy_ev=0.418 gap_ev=8.0804 total_charge=0
Hg 0.57 -0.22 0.02 1.183
C -2.88 -0.32 2.63 -0.116
C -1.90 -1.18 1.82 -0.476
O -0.62 -0.68 1.76 -0.385
H -2.79 -0.36 3.71 0.062
H -3.88 -0.70 2.36 0.063
H -2.88 0.73 2.31 0.052
H -2.38 -1.29 0.82 0.072
H -1.90 -2.18 2.30 0.097
C 4.06 -0.81 -1.35 -0.121
C 2.77 -0.47 -2.09 -0.478
O 1.96 0.49 -1.49 -0.384
H 4.79 -1.26 -2.03 0.062
H 3.96 -1.45 -0.47 0.046
H 4.55 0.09 -0.97 0.066
H 2.16 -1.39 -2.20 0.077
H 3.04 -0.20 -3.13 0.096
C -2.25 1.95 -1.06 -0.632
O -1.24 1.27 -0.97 -0.017
N -2.30 3.07 -1.87 0.150
N -3.41 1.67 -0.39 0.167
H -3.05 3.73 -1.71 0.088
H -1.39 3.43 -2.11 0.105
H -3.46 0.80 0.11 0.079
H -4.27 2.09 -0.70 0.094
O 0.83 2.16 0.76 -0.092
H 0.14 2.83 0.74 0.045
H 1.62 2.60 1.06 0.052
O -0.79 -1.70 -1.43 -0.091
H -0.59 -2.01 -2.32 0.060
H -1.74 -1.76 -1.33 0.044
O 2.53 -0.11 1.69 -0.085
H 2.68 -0.64 2.48 0.056
H 3.38 0.27 1.47 0.050
O 1.52 -2.45 0.39 -0.103
H 1.28 -2.77 1.27 0.055
H 1.87 -3.22 -0.08 0.061

***

No. 2
19
Properties=species:S:1:pos:R:3:lowdin_charge:R:1 method="wB97M-V/def2-TZVPD" e_homo_ev=-4.5 lumo_energy_ev=3.481 gap_ev=7.9720 relative_energy_ev=0.849 total_charge=-1
C -3.06 1.81 0.26 -0.081
C -1.30 -1.12 -0.75 -0.199
C -2.05 0.81 -0.12 -0.379
C -0.65 0.92 -0.29 -0.069
N -2.42 -0.46 -0.48 0.052
N -0.22 -0.29 -0.74 0.058
H -1.42 -2.14 -1.12 0.103
H 0.80 -0.38 -0.61 0.082
H 0.00 1.78 -0.31 0.114
H -2.68 2.81 0.48 0.065
H -3.49 1.56 1.23 0.066
H -3.80 1.93 -0.53 0.067
C 2.65 -1.06 1.06 -0.051
C 3.32 -0.97 -0.35 -0.768
O 2.64 -0.36 -1.24 -0.122
O 4.32 -1.69 -0.53 -0.090
H 3.22 -1.62 1.78 0.045
H 1.69 -1.53 0.89 0.043
H 2.43 -0.02 1.35 0.063

***

No. 3
16
Properties=species:S:1:pos:R:3:lowdin_charge:R:1 method="wB97M-V/def2-TZVPD" e_homo_ev="-7.3 / -7.3" lumo_energy_ev="1.036 / 1.036" gap_ev="8.3824 / 8.3818" relative_energy_ev=3.778 total_charge=0
C 0.09 -2.62 -1.57 -0.059
C -0.12 1.88 0.00 -0.001
C 1.79 0.49 0.14 -0.047
C -1.68 -0.25 0.83 -0.161
N 0.89 -2.26 -0.84 0.075
N 0.35 0.69 0.28 -0.324
N -0.26 -0.37 0.67 -0.079
H -0.66 -2.93 -2.25 0.047
H -1.16 2.11 0.09 0.040
H 0.55 2.65 -0.32 0.057
H 2.09 0.71 -0.88 0.090
H 2.33 1.14 0.83 0.091
H 1.99 -0.55 0.37 0.055
H -2.06 -1.23 1.14 0.067
H -1.94 0.48 1.60 0.075
H -2.18 0.05 -0.10 0.073

***

No. 4
52
Properties=species:S:1:pos:R:3:lowdin_charge:R:1 method="wB97M-V/def2-TZVPD" e_homo_ev=-8.9 lumo_energy_ev=0.689 gap_ev=9.5675 smiles="CN(C(=O)C[C@H]1C(=O)NCCN1Cc1ccccc1F)C1CCOCC1" relative_energy_ev=1.321 total_charge=0
C -2.72 -2.18 0.88 -0.024
N -2.58 -0.93 0.16 -0.057
C -1.64 -0.66 -0.78 -0.459
O -1.62 0.39 -1.40 0.044
C -0.56 -1.71 -1.02 -0.022
H -1.01 -2.69 -1.17 0.123
H -0.05 -1.42 -1.94 0.122
C 0.47 -1.77 0.14 -0.202
N 1.64 -0.93 -0.01 -0.127
C 2.59 -1.47 -0.96 -0.153
H 2.14 -1.70 -1.94 0.130
H 3.38 -0.73 -1.12 0.130
C 3.17 -2.73 -0.35 -0.150
N 2.10 -3.61 0.03 0.096
C 0.84 -3.24 0.33 -0.448
O 0.01 -4.05 0.70 0.044
H 2.31 -4.59 0.20 0.153
H 3.77 -2.47 0.52 0.122
H 3.81 -3.25 -1.07 0.122
C 1.35 0.48 -0.20 -0.114
C 2.56 1.29 0.20 -0.148
C 3.11 2.26 -0.63 -0.228
C 4.22 3.00 -0.26 -0.010
C 4.81 2.76 0.96 -0.085
C 4.29 1.80 1.80 -0.086
C 3.18 1.07 1.42 -0.031
H 2.77 0.31 2.07 0.116
H 4.76 1.61 2.76 0.101
H 5.68 3.34 1.26 0.103
H 4.61 3.75 -0.94 0.117
F 2.56 2.49 -1.84 0.065
H 0.52 0.75 0.46 0.138
H 1.05 0.73 -1.23 0.128
H -0.02 -1.46 1.07 0.161
C -3.63 0.05 0.43 -0.287
C -3.07 1.38 0.95 -0.110
H -2.48 1.23 1.85 0.123
H -2.44 1.83 0.18 0.115
C -4.25 2.32 1.25 -0.210
O -5.06 2.53 0.12 -0.129
C -5.59 1.34 -0.38 -0.210
C -4.51 0.34 -0.79 -0.107
H -4.96 -0.58 -1.16 0.124
H -3.89 0.77 -1.57 0.116
H -6.20 1.62 -1.24 0.125
H -6.25 0.88 0.38 0.125
H -3.89 3.30 1.56 0.125
H -4.85 1.89 2.07 0.125
H -4.26 -0.39 1.22 0.145
H -1.89 -2.85 0.72 0.058
H -2.79 -1.98 1.95 0.100
H -3.64 -2.68 0.56 0.101

***

No. 5
35
Properties=species:S:1:pos:R:3:lowdin_spin:R:1 method="wB97M-V/def2-TZVPD" e_homo_ev="-13.4 / -11.4" lumo_energy_ev="-5.640 / -6.571" multiplicity=3 gap_ev="7.7806 / 4.8753" relative_energy_ev=0.000 total_charge=+1
Y 1.40 -9.51 -3.33 0.003
Y 5.44 -9.31 -4.30 -0.076
Ni 3.00 -6.59 -4.32 1.088
P 2.61 -9.38 -6.00 0.011
O 1.77 -9.63 -7.28 0.715
O 2.14 -8.20 -5.12 0.013
O 4.16 -9.48 -6.00 -0.004
O 2.03 -10.58 -5.21 0.250
P 3.63 -8.78 -1.94 0.001
O 5.21 -8.91 -2.11 -0.006
O 2.55 -9.80 -1.46 0.006
O 3.64 -9.57 -3.31 -0.002
O 2.88 -7.70 -2.76 0.001
As -0.36 -5.89 -3.26 0.000
F -0.99 -6.48 -4.73 0.000
F 0.21 -7.63 -3.00 0.000
F 0.42 -5.52 -1.79 0.000
F -0.76 -4.28 -3.60 0.000
F -1.81 -6.23 -2.44 0.000
F 1.22 -5.62 -4.08 0.004
C 0.09 -9.60 0.51 0.000
Cl 0.61 -7.92 0.54 0.000
Cl -0.52 -10.04 -1.09 0.000
H 0.92 -10.25 0.78 0.000
H -0.70 -9.78 1.22 0.000
C 4.45 -9.71 1.23 0.000
Cl 5.23 -10.53 2.59 0.000
Cl 4.24 -8.00 1.59 0.000
H 5.06 -9.85 0.35 0.000
H 3.47 -10.16 1.09 0.000
C 7.21 -7.15 -0.22 0.000
Cl 7.93 -8.04 1.10 0.000
Cl 7.97 -7.49 -1.80 -0.002
H 6.17 -7.43 -0.30 0.000
H 7.31 -6.09 -0.04 0.000

***

No. 6
117
Properties=species:S:1:pos:R:3:lowdin_charge:R:1 method="wB97M-V/def2-TZVPD" e_homo_ev=-9.7 lumo_energy_ev=-2.927 gap_ev=6.7999 total_charge=+1
C 9.53 -3.01 -4.12 -0.102
C 9.37 -2.13 -5.36 -0.129
B 8.06 -2.17 -6.20 -0.566
O 7.86 -1.49 -7.33 0.235
N 6.78 -2.96 -5.81 -0.124
C 7.03 -4.43 -5.62 -0.012
P 5.91 -2.13 -4.44 0.810
N 4.83 -1.19 -5.00 -0.215
H 9.51 -4.07 -4.37 0.070
H 8.75 -2.85 -3.38 0.058
H 10.48 -2.83 -3.65 0.086
H 9.51 -1.09 -5.06 0.124
H 10.20 -2.34 -6.03 0.123
H 8.65 -1.07 -7.67 0.137
H 6.12 -2.83 -6.58 0.147
H 7.95 -4.72 -6.11 0.105
H 7.15 -4.65 -4.57 0.084
H 6.20 -4.99 -6.02 0.108
H 5.41 -3.19 -3.69 0.040
H 6.91 -1.49 -3.71 0.044
H 5.00 -0.23 -4.75 0.002
C -0.44 -2.58 0.75 -0.103
O -0.37 -2.43 -0.66 -0.185
C -0.89 -1.18 -1.11 -0.204
C 0.20 -0.33 -1.72 -0.195
N 1.12 0.12 -0.68 -0.046
C 2.32 0.79 -1.16 -0.186
C 3.30 -0.03 -1.99 -0.237
O 3.95 -1.06 -1.26 -0.197
C 3.24 -2.29 -1.19 -0.108
H -0.13 -3.59 0.99 0.091
H 0.20 -1.87 1.28 0.078
H -1.47 -2.44 1.09 0.080
H -1.38 -0.65 -0.30 0.121
H -1.64 -1.39 -1.88 0.105
H -0.25 0.55 -2.19 0.113
H 0.69 -0.92 -2.50 0.112
H 1.40 -0.68 -0.13 0.067
H 2.86 1.18 -0.29 0.109
H 2.02 1.66 -1.76 0.126
H 4.10 0.65 -2.32 0.113
H 2.84 -0.44 -2.90 0.099
H 2.64 -2.46 -2.09 0.089
H 2.60 -2.34 -0.32 0.077
H 3.98 -3.09 -1.10 0.079
C -6.47 3.84 -1.17 -0.111
O -6.25 2.58 -0.57 -0.209
C -7.15 1.56 -1.00 -0.212
C -6.41 0.49 -1.76 -0.213
N -5.95 0.98 -3.05 -0.044
C -5.05 0.07 -3.75 -0.196
C -3.71 -0.22 -3.10 -0.239
O -2.84 0.89 -3.05 -0.187
C -2.99 1.75 -1.94 -0.090
H -5.79 4.55 -0.70 0.089
H -6.28 3.83 -2.25 0.083
H -7.50 4.18 -1.00 0.090
H -7.96 1.98 -1.60 0.124
H -7.59 1.12 -0.10 0.123
H -7.09 -0.36 -1.93 0.127
H -5.59 0.13 -1.12 0.095
H -5.47 1.86 -2.91 0.074
H -4.86 0.48 -4.74 0.121
H -5.58 -0.88 -3.90 0.121
H -3.19 -0.98 -3.70 0.121
H -3.83 -0.64 -2.09 0.102
H -3.33 1.20 -1.05 0.069
H -3.69 2.57 -2.14 0.077
H -2.02 2.19 -1.72 0.087
C 4.04 1.76 2.87 -0.116
O 2.84 2.02 2.17 -0.208
C 1.74 1.22 2.59 -0.215
C 0.68 2.08 3.25 -0.208
N 1.14 2.59 4.53 -0.046
C 0.26 3.58 5.14 -0.199
C 0.06 4.91 4.42 -0.229
O 1.22 5.71 4.36 -0.176
C 2.07 5.48 3.26 -0.103
H 4.83 2.35 2.40 0.087
H 3.98 2.04 3.93 0.083
H 4.32 0.70 2.81 0.086
H 2.07 0.43 3.27 0.125
H 1.31 0.76 1.70 0.092
H -0.22 1.47 3.41 0.121
H 0.42 2.88 2.54 0.111
H 2.05 3.01 4.40 0.073
H 0.66 3.80 6.14 0.120
H -0.72 3.12 5.29 0.110
H -0.67 5.48 4.99 0.122
H -0.36 4.77 3.42 0.110
H 1.51 5.15 2.38 0.087
H 2.84 4.73 3.48 0.072
H 2.58 6.41 3.03 0.087
C -4.41 0.53 1.74 -0.114
O -3.47 0.34 2.77 -0.202
C -3.84 0.92 4.02 -0.212
C -4.09 -0.15 5.06 -0.216
N -5.29 -0.91 4.76 -0.050
C -5.51 -2.09 5.60 -0.197
C -4.49 -3.22 5.50 -0.225
O -4.48 -3.86 4.24 -0.173
C -3.64 -3.25 3.27 -0.115
H -3.98 0.13 0.82 0.062
H -5.36 0.01 1.93 0.087
H -4.62 1.59 1.58 0.089
H -4.73 1.55 3.90 0.126
H -3.02 1.55 4.35 0.110
H -4.21 0.33 6.04 0.126
H -3.19 -0.78 5.11 0.107
H -5.26 -1.20 3.80 0.070
H -6.48 -2.49 5.34 0.119
H -5.56 -1.76 6.64 0.119
H -4.77 -3.98 6.23 0.122
H -3.48 -2.89 5.76 0.110
H -2.77 -2.78 3.73 0.086
H -4.19 -2.50 2.69 0.071
H -3.31 -4.02 2.58 0.085

***

No. 7
58
Properties=species:S:1:pos:R:3:lowdin_charge:R:1 method="wB97M-V/def2-TZVPD" e_homo_ev=-17.5 lumo_energy_ev=-10.255 gap_ev=7.2562 relative_energy_ev=0.047 total_charge=+3
In -0.34 -1.06 0.36 0.757
O 1.73 -0.77 -1.10 -0.141
N 2.20 -1.35 0.11 -0.012
C 2.70 -0.47 0.90 -0.074
C 2.82 0.98 0.73 -0.187
C 4.01 1.56 1.16 0.019
C 4.23 2.92 1.01 0.004
C 3.24 3.73 0.47 0.000
C 2.01 3.18 0.12 -0.045
C 1.80 1.80 0.22 -0.278
P 0.11 1.34 -0.16 1.045
C -0.95 2.14 1.05 -0.378
C -0.95 1.66 2.36 -0.127
C -1.67 2.31 3.35 -0.040
C -2.40 3.46 3.02 -0.015
C -2.38 3.96 1.73 -0.019
C -1.66 3.30 0.74 -0.057
C -0.39 1.69 -1.81 -0.374
C -1.75 1.75 -2.13 -0.086
C -2.13 2.17 -3.39 -0.028
C -1.16 2.50 -4.33 -0.006
C 0.19 2.41 -4.03 -0.023
C 0.59 1.99 -2.77 -0.056
H 1.81 -1.48 -1.74 0.129
H 3.12 -0.92 1.80 0.155
H 4.77 0.94 1.60 0.139
H 5.17 3.35 1.31 0.136
H 3.41 4.79 0.33 0.135
H 1.22 3.83 -0.25 0.127
H -0.37 0.78 2.63 0.071
H -1.67 1.94 4.36 0.125
H -2.97 3.97 3.79 0.131
H -2.92 4.86 1.49 0.130
H -1.64 3.71 -0.27 0.118
H -2.51 1.48 -1.40 0.113
H -3.18 2.25 -3.64 0.129
H -1.47 2.83 -5.32 0.132
H 0.93 2.66 -4.77 0.129
H 1.64 1.92 -2.52 0.119
Cl -3.10 -1.38 0.77 0.657
C -2.89 -1.79 2.49 -0.806
Cl -1.16 -2.10 2.83 0.656
H -3.45 -2.69 2.71 0.064
H -3.21 -0.94 3.09 0.058
C 1.47 -5.00 0.09 -0.136
P -0.13 -4.45 -0.47 0.656
C -0.37 -4.98 -2.14 -0.132
C -1.38 -5.19 0.56 -0.143
O -0.21 -2.89 -0.41 -0.469
H 1.51 -6.09 0.05 0.088
H 1.65 -4.67 1.12 0.074
H 2.25 -4.59 -0.56 0.074
H -0.35 -6.08 -2.16 0.088
H 0.43 -4.61 -2.78 0.078
H -1.33 -4.64 -2.52 0.080
H -1.34 -6.28 0.44 0.088
H -2.37 -4.85 0.25 0.074
H -1.21 -4.95 1.61 0.054

***

No. 8
52
Properties=species:S:1:pos:R:3:lowdin_spin:R:1 method="wB97M-V/def2-TZVPD" e_homo_ev="-3.1 / -3.5" lumo_energy_ev="2.471 / 2.468" multiplicity=6 gap_ev="5.5249 / 6.0077" relative_energy_ev=0.594 total_charge=-1
Mn -8.13 -20.08 16.32 4.665
C -6.20 -21.79 13.42 0.001
C -6.19 -20.34 13.88 0.008
O -7.39 -19.91 14.34 0.060
H -5.20 -22.17 13.20 0.000
H -6.80 -21.85 12.51 0.000
H -6.74 -22.39 14.16 0.000
H -5.85 -19.70 13.04 0.002
H -5.37 -20.19 14.65 0.000
C -12.30 -20.11 15.94 0.001
C -11.21 -19.01 16.07 0.006
O -10.05 -19.35 15.47 0.046
H -13.18 -19.80 16.54 0.000
H -11.98 -21.05 16.40 0.000
H -12.60 -20.20 14.90 0.000
H -11.13 -18.80 17.17 0.000
H -11.69 -18.10 15.64 0.002
C -9.93 -23.80 17.34 0.002
C -8.66 -22.92 17.47 0.009
O -8.42 -22.14 16.39 0.064
H -10.69 -23.39 16.68 0.000
H -10.40 -23.90 18.34 0.000
H -9.76 -24.86 17.10 0.000
H -7.82 -23.60 17.75 0.001
H -8.86 -22.28 18.37 0.001
C -9.52 -18.72 20.48 0.002
C -8.78 -19.74 19.65 0.006
O -9.07 -19.59 18.27 0.038
O -10.86 -18.64 20.03 0.000
H -9.04 -17.75 20.29 0.000
H -9.44 -18.90 21.55 0.000
H -9.13 -20.74 19.92 0.000
H -7.72 -19.73 19.90 0.000
H -9.97 -19.24 18.19 0.001
H -11.28 -17.91 20.49 0.000
C -4.14 -18.63 17.48 0.002
C -5.65 -18.75 17.62 0.004
C -6.25 -17.68 16.70 0.002
O -7.65 -17.78 16.56 0.026
C -8.17 -16.76 15.75 0.002
N -6.07 -20.13 17.19 0.037
H -3.67 -19.53 17.88 0.000
H -3.75 -17.76 18.03 0.000
H -3.80 -18.53 16.45 0.000
H -5.95 -18.57 18.65 0.000
H -5.77 -17.82 15.72 0.000
H -5.99 -16.69 17.09 0.000
H -7.89 -15.75 16.09 0.001
H -9.26 -16.80 15.82 0.000
H -7.95 -16.88 14.68 0.000
H -5.93 -20.79 17.95 0.003
H -5.36 -20.34 16.49 0.002

***

| no. | calculated total energy (Eh) |
| --- | --- |
| 1 | -993.25347 |
| 2 | -494.09150 |
| 3 | -321.95151 |
| 4 | -1229.48329 |
| 5 | -8583.82102 |
| 6 | -2444.03097 |
| 7 | -2890.14668 |
| 8 | -2133.58244 |